ORCA calculation (ωB97M-V/def2-TZVPD) on C3H3NO2 in the gas phase at a distorted geometry.

## Properties
**Orbital gap**: 0.3501 Eh
**LUMO energy**: 0.82 eV
**Molecular weight**: 85.062 g/mol
**SMILES**: Oc1cocn1
**E**: -321.28053 hartree
**HOMO level**: -8.7 eV
**Spin multiplicity**: 1
**Energy above the lowest of the compared OMol25 structures with the same formula, charge and spin**: 60.9 kcal/mol

The geometry in XYZ format:
```
9
Properties=species:S:1:pos:R:3:forces:R:3
O -1.951 0.567 0.007 0.6 0.5 0.6
C -0.610 0.320 0.147 0.9 -0.3 -0.7
C 0.095 0.093 -0.998 -0.2 0.5 -0.5
O 1.243 -0.537 -0.697 0.4 0.7 -0.1
C 1.326 -0.566 0.628 -2.6 0.1 0.5
N 0.213 0.050 1.215 1.6 -2.8 -0.6
H -2.454 0.863 0.775 0.6 0.0 0.3
H 0.093 0.623 -1.921 -0.5 -0.4 -0.8
H 2.046 -1.413 0.844 -0.8 1.8 1.2
```
Positions in Å, forces in eV/Å.

Let us look at the natural (NBO) charges, expressed in e, one per atom: -0.67, 0.39, -0.04, -0.38, 0.29, -0.50, 0.50, 0.20, 0.22

ORCA calculation (ωB97M-V/def2-TZVPD) on C3H3NO2 in the gas phase at a distorted geometry.

## Properties
**Orbital gap**: 0.3417 Eh
**LUMO energy**: 0.48 eV
**Molecular weight**: 85.062 g/mol
**E**: -321.13901 hartree
**HOMO level**: -8.8 eV
**Spin multiplicity**: 1
**Energy above the lowest of the compared OMol25 structures with the same formula, charge and spin**: 149.7 kcal/mol

The geometry in XYZ format:
```
9
Properties=species:S:1:pos:R:3:forces:R:3
C 0.899 -0.326 0.063 -0.6 -0.9 0.9
C 2.472 -1.036 0.516 -2.7 0.1 1.4
C -0.501 0.908 0.117 7.2 -2.4 0.0
N -1.490 0.103 0.281 -4.4 -3.1 -0.7
O -0.249 2.034 -0.059 -1.1 1.8 0.0
O 2.355 -0.144 -0.303 -0.3 1.9 -2.3
H 0.401 -1.029 -0.608 1.0 -0.1 -0.4
H -1.511 -0.940 0.067 1.2 2.1 0.8
H -2.376 0.430 -0.073 -0.3 0.6 0.3
```
Positions in Å, forces in eV/Å.

Let us look at the natural (NBO) charges, expressed in e, one per atom: -0.38, 0.43, 0.78, -0.82, -0.53, -0.45, 0.14, 0.43, 0.40

ORCA calculation (ωB97M-V/def2-TZVPD) on a molecular structure, C3H3NO2 at a distorted geometry.

## Properties
**Orbital gap (alpha / beta)**: 0.2818 / 0.2818 Eh
**LUMO energy (alpha / beta)**: -0.45 / -0.45 eV
**Molecular weight**: 85.062 g/mol
**E**: -321.09614 hartree
**HOMO level (alpha / beta)**: -8.1 / -8.1 eV
**Spin multiplicity**: 1
**Energy above the lowest of the compared OMol25 structures with the same formula, charge and spin**: 176.6 kcal/mol

The geometry in XYZ format:
```
9
Properties=species:S:1:pos:R:3:forces:R:3
C -0.861 0.002 0.785 -0.2 0.6 -0.2
C -0.240 0.011 -0.441 -1.9 -1.1 0.7
C 2.083 0.217 -0.054 2.2 -7.1 -4.2
N 0.165 -0.527 1.420 -0.4 -1.3 3.3
O 0.809 -0.729 0.180 3.5 1.2 -1.9
O 2.905 -0.396 -0.760 -3.3 4.1 3.8
H -1.833 0.088 1.217 -0.3 0.7 0.1
H -0.120 0.613 -1.254 0.3 0.9 -2.4
H 1.706 1.152 0.211 0.1 2.0 0.8
```
Positions in Å, forces in eV/Å.

Let us look at the natural (NBO) charges, expressed in e, one per atom: -0.06, -0.19, 0.60, -0.26, -0.26, -0.45, 0.22, 0.21, 0.20

ORCA calculation (ωB97M-V/def2-TZVPD) on C3H3NO2 in the gas phase.

## Properties
**Orbital gap**: 0.3549 Eh
**LUMO energy**: 0.76 eV
**Molecular weight**: 85.062 g/mol
**SMILES**: O=c1[nH]cco1
**E**: -321.35382 hartree
**HOMO level**: -8.9 eV
**Spin multiplicity**: 1
**Energy above the lowest of the compared OMol25 structures with the same formula, charge and spin**: 15.0 kcal/mol

The geometry in XYZ format:
```
9
Properties=species:S:1:pos:R:3:forces:R:3
O -0.540 -1.401 1.929 0.5 0.1 -0.2
C -0.223 -0.652 1.046 -0.1 -0.3 0.1
N 0.244 -0.916 -0.226 0.0 0.0 0.1
C 0.255 0.264 -0.970 0.0 0.2 0.1
C -0.118 1.233 -0.132 -0.1 0.0 -0.3
O -0.338 0.714 1.121 -0.4 -0.1 0.0
H 0.693 -1.784 -0.472 -0.3 0.1 0.0
H 0.418 0.275 -2.037 0.1 0.1 0.2
H -0.391 2.266 -0.260 0.3 0.0 -0.1
```
Positions in Å, forces in eV/Å.

Let us look at the natural (NBO) charges, expressed in e, one per atom: -0.60, 0.85, -0.62, -0.11, 0.05, -0.45, 0.43, 0.23, 0.22

ORCA calculation (ωB97M-V/def2-TZVPD) on a molecular structure, C3H3NO2 at a distorted geometry.

## Properties
**Orbital gap**: 0.3687 Eh
**LUMO energy**: 0.68 eV
**Molecular weight**: 85.062 g/mol
**E**: -321.26303 hartree
**HOMO level**: -9.3 eV
**Spin multiplicity**: 1
**Energy above the lowest of the compared OMol25 structures with the same formula, charge and spin**: 71.9 kcal/mol

The geometry in XYZ format:
```
9
Properties=species:S:1:pos:R:3:forces:R:3
C 0.822 0.095 -0.129 3.9 3.8 1.0
C -1.114 0.579 0.102 -4.3 5.1 -1.9
C -1.072 -0.723 0.234 -1.7 -4.1 -3.3
H 2.622 0.595 0.478 -1.0 -1.2 -1.1
H -2.084 1.055 -0.347 1.8 -0.3 2.0
H -1.660 -1.672 -0.182 0.4 2.7 1.7
N 0.134 1.236 -0.062 -0.2 -3.3 0.3
O 2.157 -0.187 0.048 0.1 2.5 0.2
O 0.196 -0.978 -0.143 0.9 -5.1 1.1
```
Positions in Å, forces in eV/Å.

Let us look at the natural (NBO) charges, expressed in e, one per atom: 0.76, -0.09, -0.02, 0.50, 0.22, 0.23, -0.52, -0.67, -0.41

ORCA calculation (ωB97M-V/def2-TZVPD) on C3H3NO2S in the gas phase at a distorted geometry.

## Properties
**Orbital gap**: 0.3234 Eh
**LUMO energy**: 0.17 eV
**Molecular weight**: 117.129 g/mol
**SMILES**: Oc1ocnc1S
**E**: -719.45365 hartree
**HOMO level**: -8.6 eV
**Spin multiplicity**: 1
**Energy above the lowest of the compared OMol25 structures with the same formula, charge and spin**: 79.4 kcal/mol

The geometry in XYZ format:
```
10
Properties=species:S:1:pos:R:3:forces:R:3
C 0.463 0.038 0.095 -2.9 0.7 -1.3
C -0.766 1.772 0.542 3.3 -1.5 -1.8
C -0.789 -0.191 -0.465 0.5 0.8 -0.4
H 1.568 -0.826 1.764 0.9 -1.0 -2.9
H -0.978 2.795 0.809 -0.9 -0.2 -0.3
H -1.180 -2.138 -0.549 -1.3 4.2 -2.9
N 0.456 1.295 0.662 -1.1 0.4 1.1
O -1.469 0.962 -0.306 -2.1 0.5 0.9
O -1.479 -1.169 -1.156 2.6 -3.2 4.0
S 1.721 -1.059 0.250 1.0 -0.6 3.7
```
Positions in Å, forces in eV/Å.

Let us look at the natural (NBO) charges, expressed in e, one per atom: -0.24, 0.28, 0.53, 0.16, 0.21, 0.50, -0.44, -0.41, -0.65, 0.05

ORCA calculation (ωB97M-V/def2-TZVPD) on C3H3NO2S in the gas phase at a distorted geometry.

## Properties
**Orbital gap**: 0.3419 Eh
**LUMO energy**: 0.49 eV
**Molecular weight**: 117.129 g/mol
**SMILES**: O=c1o[nH]cc1S
**E**: -719.48349 hartree
**HOMO level**: -8.8 eV
**Spin multiplicity**: 1
**Energy above the lowest of the compared OMol25 structures with the same formula, charge and spin**: 60.7 kcal/mol

The geometry in XYZ format:
```
10
Properties=species:S:1:pos:R:3:forces:R:3
C 0.339 -0.327 0.003 0.9 0.8 0.1
C -0.452 -1.387 0.008 -0.3 -1.0 -0.1
C -0.521 0.851 0.012 -0.2 0.6 -0.1
H 2.378 -1.436 0.036 -0.1 0.6 0.0
H -0.186 -2.443 0.004 -0.2 0.3 0.0
H -2.427 -1.377 0.581 -0.1 -0.2 0.2
N -1.790 -1.016 -0.111 0.3 -0.2 -0.2
O -1.823 0.373 -0.001 0.0 0.5 0.0
O -0.283 2.030 0.005 -0.1 -0.7 0.0
S 2.089 -0.105 -0.001 -0.2 -0.7 0.0
```
Positions in Å, forces in eV/Å.

Let us look at the natural (NBO) charges, expressed in e, one per atom: -0.35, -0.02, 0.71, 0.13, 0.23, 0.38, -0.27, -0.33, -0.56, 0.09

ORCA calculation (ωB97M-V/def2-TZVPD) on C3H3NO2S in the gas phase at a distorted geometry.

## Properties
**Orbital gap**: 0.3315 Eh
**LUMO energy**: -0.38 eV
**Molecular weight**: 117.129 g/mol
**SMILES**: O=S1#CN(O)C=C1
**E**: -719.34424 hartree
**HOMO level**: -9.4 eV
**Spin multiplicity**: 1
**Energy above the lowest of the compared OMol25 structures with the same formula, charge and spin**: 148.1 kcal/mol

The geometry in XYZ format:
```
10
Properties=species:S:1:pos:R:3:forces:R:3
C -0.718 -0.667 0.033 -1.2 -3.0 -0.8
C 0.411 -1.374 -0.107 0.4 3.7 0.8
C 0.640 1.248 0.133 -0.2 0.2 -0.6
N -0.525 0.710 -0.032 -0.3 2.0 1.3
O -1.729 1.471 -0.090 0.2 0.1 0.3
O 2.868 -0.098 -0.630 0.6 0.0 -0.4
S 1.742 -0.141 0.298 -1.3 -0.7 0.1
H -1.743 -1.133 0.123 1.2 1.1 -0.2
H 0.672 -2.369 -0.092 0.0 -2.0 0.0
H -1.618 2.353 0.365 0.7 -1.4 -0.6
```
Positions in Å, forces in eV/Å.

Let us look at the natural (NBO) charges, expressed in e, one per atom: -0.06, -0.42, -0.16, -0.12, -0.54, -0.92, 1.23, 0.25, 0.24, 0.50

ORCA calculation (ωB97M-V/def2-TZVPD) on C3H3NO2S in the gas phase at a distorted geometry.

## Properties
**Orbital gap (alpha / beta)**: 0.3146 / 0.3147 Eh
**LUMO energy (alpha / beta)**: -0.80 / -0.80 eV
**Molecular weight**: 117.129 g/mol
**E**: -719.41431 hartree
**HOMO level (alpha / beta)**: -9.4 / -9.4 eV
**Spin multiplicity**: 1
**Energy above the lowest of the compared OMol25 structures with the same formula, charge and spin**: 104.1 kcal/mol

The geometry in XYZ format:
```
10
Properties=species:S:1:pos:R:3:forces:R:3
C -0.702 0.243 0.052 -0.3 0.5 -0.1
C 1.072 -1.444 0.237 -5.6 3.8 -0.2
C -1.962 0.960 -0.075 5.5 -3.0 0.4
N -0.208 -1.151 0.052 0.0 -1.1 -0.1
O 2.751 0.182 -0.815 0.4 0.4 -0.7
O 0.460 0.992 0.243 0.9 0.2 0.2
S 1.972 0.165 0.400 -1.1 -0.2 0.3
H 1.335 -2.478 0.200 0.8 -0.3 0.1
H -1.814 2.027 -0.049 -0.2 0.1 0.0
H -2.905 0.504 -0.246 -0.4 -0.4 0.0
```
Positions in Å, forces in eV/Å.

Let us look at the natural (NBO) charges, expressed in e, one per atom: 0.42, -0.14, -0.44, -0.41, -0.89, -0.71, 1.47, 0.24, 0.23, 0.23

ORCA calculation (ωB97M-V/def2-TZVPD) on C3H3NO2S in the gas phase at a distorted geometry.

## Properties
**Orbital gap**: 0.3372 Eh
**LUMO energy**: -0.10 eV
**Molecular weight**: 117.129 g/mol
**SMILES**: O=C1CC(=S)ON1
**E**: -719.47596 hartree
**HOMO level**: -9.3 eV
**Spin multiplicity**: 1
**Energy above the lowest of the compared OMol25 structures with the same formula, charge and spin**: 65.4 kcal/mol

The geometry in XYZ format:
```
10
Properties=species:S:1:pos:R:3:forces:R:3
C 1.584 -0.200 -0.100 2.7 -1.6 1.0
C 0.377 -1.008 0.196 -1.3 -0.2 -1.1
C -0.761 -0.004 0.083 -1.2 -1.6 -0.5
H 0.259 -1.953 -0.351 0.0 0.5 0.0
H 0.492 -1.257 1.222 0.0 -0.4 1.2
H 1.632 1.836 -0.381 0.3 1.0 -0.5
N 1.193 1.091 0.099 -0.1 -0.3 0.3
O 2.744 -0.617 -0.159 -2.0 1.2 -0.6
O -0.214 1.203 0.074 0.2 1.1 -0.2
S -2.386 -0.230 -0.099 1.5 0.2 0.3
```
Positions in Å, forces in eV/Å.

Let us look at the natural (NBO) charges, expressed in e, one per atom: 0.63, -0.61, 0.23, 0.28, 0.28, 0.41, -0.32, -0.55, -0.31, -0.04